1.
132
Properties=species:S:1:pos:R:3 method="wB97M-V/def2-TZVPD" smiles="CCCOC[C@H]1C[C@@](O)(B(O)OC)OS(=O)(=O)[C@H]1P(C)CC.CCOC(=O)C(F)(F)F.CCOC(=O)C(F)(F)F.CCOC(=O)C(F)(F)F.CCOC(=O)C(F)(F)F.CCOC(=O)C(F)(F)F.CCOC(=O)C(F)(F)F" gap_ha=0.327 homo_energy_ev=-8.6 largest_force_ev_per_a=1.76 charge=0
C 4.79333 -6.19524 0.12101
C 3.74574 -6.28338 -1.00648
C 2.97956 -4.98251 -1.10823
O 3.91791 -3.96293 -1.45870
C 3.36476 -2.66451 -1.39559
C 3.89455 -1.94187 -0.15314
C 5.13900 -1.10344 -0.44380
C 5.86339 -0.71410 0.83532
O 6.28196 -1.85521 1.58350
B 7.24357 0.02982 0.50636
O 7.92160 0.75200 1.46369
O 7.77076 -0.09697 -0.74011
C 9.19244 -0.18460 -0.83589
O 5.02617 0.11122 1.66359
S 3.61023 -0.49685 2.11340
O 2.87898 0.61079 2.64753
O 3.73853 -1.59034 3.02731
C 2.83761 -1.11538 0.61794
P 2.20192 0.39988 -0.27937
C 1.57008 -0.15171 -1.91378
C 0.64527 0.81638 0.60169
C -0.16237 -0.38170 1.10785
H 5.68411 -5.67643 -0.22909
H 5.04024 -7.16683 0.53356
H 4.38082 -5.58198 0.92724
H 4.24070 -6.48705 -1.95598
H 3.06441 -7.09036 -0.74983
H 2.19542 -5.01167 -1.86959
H 2.56622 -4.74550 -0.12041
H 3.60454 -2.10472 -2.30096
H 2.27360 -2.71407 -1.34186
H 4.21881 -2.73697 0.52528
H 5.82202 -1.72576 -1.02468
H 4.88126 -0.20681 -1.00722
H 6.32821 -2.61166 0.98972
H 8.10561 0.23670 2.25428
H 9.61749 -0.85658 -0.09140
H 9.66793 0.79146 -0.75234
H 9.43307 -0.58377 -1.81985
H 2.07650 -1.79697 0.99987
H 0.98345 -1.07222 -1.90238
H 0.90214 0.63175 -2.27555
H 2.37636 -0.23425 -2.63921
H 0.04480 1.30982 -0.16820
H 0.83478 1.56015 1.36963
H 0.23732 -0.77649 2.04280
H -1.22042 -0.15493 1.22971
H -0.10062 -1.20095 0.38450
C -2.37684 6.85970 1.65049
C -2.74880 5.50175 2.20544
O -2.97477 4.55148 1.13761
C -1.89520 3.97778 0.63863
O -0.76036 4.15145 0.96866
C -2.30479 2.96367 -0.44465
F -3.22806 3.46073 -1.27216
F -2.81186 1.85941 0.11690
F -1.24713 2.60218 -1.16948
H -3.13808 7.20729 0.95127
H -2.28659 7.58192 2.46086
H -1.42848 6.82070 1.11493
H -3.68663 5.55861 2.74130
H -1.98916 5.12222 2.88213
C 6.13802 0.89869 5.24664
C 7.16851 1.72609 4.51562
O 7.67786 2.79070 5.34878
C 8.64087 2.45942 6.19045
O 9.13819 1.38148 6.33323
C 9.09653 3.70822 6.97043
F 8.05475 4.42802 7.39327
F 9.84821 4.48728 6.18274
F 9.82083 3.36222 8.02732
H 5.33514 1.53418 5.62048
H 5.70857 0.15163 4.58013
H 6.57661 0.38577 6.10284
H 6.72507 2.21902 3.65400
H 7.99688 1.11650 4.15889
C -5.77428 3.63332 -2.95785
C -6.54897 4.16840 -4.14117
O -6.62329 3.19261 -5.20252
C -7.56710 2.27339 -5.08158
O -8.36075 2.16326 -4.19616
C -7.53863 1.34453 -6.31008
F -6.29248 0.98960 -6.63051
F -8.07305 1.97317 -7.36972
F -8.23859 0.24155 -6.08764
H -4.78709 3.29681 -3.27105
H -5.65772 4.40702 -2.20048
H -6.28611 2.78346 -2.50688
H -6.04279 5.02705 -4.57644
H -7.55231 4.48292 -3.85769
C -8.47787 1.91074 -11.16031
C -9.04862 3.00387 -10.28448
O -9.21048 4.23212 -11.02488
C -10.30869 4.32951 -11.75703
O -11.17459 3.51422 -11.87012
C -10.35078 5.70952 -12.44191
F -9.16429 6.03183 -12.96255
F -10.68258 6.64961 -11.54864
F -11.25145 5.72141 -13.41526
H -7.54298 2.23793 -11.61605
H -8.28754 1.01710 -10.56712
H -9.16660 1.65323 -11.96442
H -8.36256 3.24085 -9.47647
H -9.99818 2.70845 -9.84078
C -0.68417 -9.94666 4.52790
C -0.37364 -10.72338 3.26781
O 0.33141 -9.90524 2.31083
C 1.63810 -9.79634 2.49203
O 2.29160 -10.29855 3.35605
C 2.24310 -8.93310 1.36812
F 1.49853 -7.84541 1.13696
F 2.30978 -9.63567 0.23032
F 3.47048 -8.53996 1.68877
H -1.23548 -9.03712 4.28845
H -1.28449 -10.55415 5.20392
H 0.23013 -9.65578 5.04401
H -1.28948 -11.02579 2.76526
H 0.20371 -11.62176 3.48060
C -2.20212 0.70439 6.81008
C -2.84564 1.77857 7.65838
O -3.14977 2.95098 6.87211
C -4.27555 2.91259 6.17997
O -5.06922 2.02147 6.13339
C -4.46084 4.24695 5.43315
F -3.31890 4.64256 4.85302
F -4.84604 5.20585 6.28063
F -5.38478 4.13725 4.48567
H -1.31770 1.09477 6.30624
H -1.90738 -0.13844 7.43375
H -2.88991 0.34484 6.04523
H -2.16113 2.12229 8.43022
H -3.74944 1.41928 8.14805

***

2.
105
Properties=species:S:1:pos:R:3 method="wB97M-V/def2-TZVPD" gap_ha=0.341 de_lowest_ev=1.311 homo_energy_ev=-11.8 largest_force_ev_per_a=2.66 charge=+1
Hf -1.03117 0.25784 -1.12287
O 0.57153 -2.29596 -2.21065
C -0.27086 -1.60957 -2.73529
O -1.42036 -1.32566 -2.13741
C -0.08751 -1.00699 -4.12710
C -1.40824 -0.33467 -4.52525
C -1.39671 0.16522 -5.96854
C -0.50414 1.42118 -5.85866
C -0.11384 1.37825 -4.38464
O -1.30364 0.87555 -3.72976
C 0.88542 0.22279 -4.12138
C 1.55833 0.61477 -2.80830
O 2.66725 1.08003 -2.79753
O 0.77455 0.55677 -1.74552
H 0.25704 -1.78796 -4.80077
H -2.29135 -0.89985 -4.24875
H -2.40486 0.42109 -6.28872
H -1.00398 -0.58870 -6.64847
H -1.06253 2.33072 -6.07209
H 0.36657 1.38426 -6.50950
H 0.18242 2.33590 -3.96947
H 1.65720 0.15570 -4.88120
Br 3.87263 3.28572 1.34881
C 2.71223 3.82136 -0.04008
C 3.10646 4.81314 -0.93087
C 2.19050 5.21667 -1.88510
C 0.95064 4.59654 -1.93544
C 0.68866 3.58867 -1.02030
N 1.54795 3.21594 -0.07226
C -0.57890 2.80577 -1.12337
O -1.28066 2.91995 -2.13102
O -0.89339 1.97013 -0.18210
H 4.09375 5.24652 -0.87284
H 2.43709 6.00572 -2.58238
H 0.19351 4.87290 -2.65486
N -3.13433 0.97408 -1.61514
C -4.13680 1.44792 -0.62510
C -5.28544 0.46565 -0.44331
C -4.97980 -0.77932 0.38724
C -3.79946 -1.61924 -0.08320
N -2.50297 -0.99522 0.28689
H -2.74075 1.80969 -2.06578
H -3.61945 0.46651 -2.34879
H -4.55330 2.39730 -0.96488
H -3.63022 1.63694 0.32412
H -5.65326 0.16572 -1.43053
H -6.10403 0.99651 0.04524
H -5.87090 -1.40848 0.38549
H -4.80554 -0.48804 1.42928
H -3.81927 -1.77456 -1.16322
H -3.87326 -2.60167 0.38894
H -1.81968 -1.75072 0.30282
H -2.59492 -0.68217 1.24803
C -0.87875 -4.27549 0.88570
C -1.38145 -3.95693 2.29707
C -0.99378 -2.55684 2.80651
C 0.43842 -2.11983 2.40133
C 1.22932 -3.36020 1.97828
C 0.63649 -4.01164 0.73406
P 0.57151 -0.66238 1.19268
C 0.26866 0.78146 2.36945
C -1.22686 0.98659 2.68254
C -1.39843 2.17594 3.62881
C -0.81018 1.85420 5.01651
C 0.19934 0.70499 4.93681
C 1.07781 0.81911 3.69096
C 2.43092 -0.52723 0.91176
C 2.98928 -1.43167 -0.19753
C 4.39718 -0.96589 -0.59712
C 5.29038 -0.68028 0.62604
C 4.68428 -1.28207 1.88644
C 3.30372 -0.67759 2.18316
H -1.43072 -3.70020 0.13470
H -1.10436 -5.31993 0.66836
H -0.97300 -4.70641 2.97632
H -2.46774 -4.06661 2.34120
H -1.05370 -2.57673 3.89670
H -1.73806 -1.83262 2.48455
H 0.91793 -1.70664 3.29030
H 1.21110 -4.06483 2.81448
H 2.27585 -3.11394 1.80829
H 1.16713 -4.94245 0.52960
H 0.80959 -3.35845 -0.11867
H 0.58613 1.62451 1.75027
H -1.65217 0.10668 3.17448
H -1.77895 1.18293 1.76843
H -2.45635 2.42859 3.72179
H -0.89759 3.04149 3.18688
H -1.60838 1.58399 5.71029
H -0.32262 2.74086 5.42500
H -0.32288 -0.25647 4.93448
H 0.83468 0.71179 5.82372
H 1.82974 0.03749 3.73348
H 1.61902 1.76819 3.73571
H 2.52047 0.50039 0.53674
H 2.35063 -1.42229 -1.06910
H 3.04438 -2.46860 0.13340
H 4.31463 -0.06964 -1.20675
H 4.84942 -1.74028 -1.22051
H 5.40361 0.39576 0.77330
H 6.29119 -1.08396 0.46702
H 5.33418 -1.09853 2.74415
H 4.60622 -2.36642 1.77252
H 3.44669 0.30541 2.63320
H 2.82790 -1.31792 2.92776

***

3.
99
Properties=species:S:1:pos:R:3 method="wB97M-V/def2-TZVPD" gap_ha=0.203 de_lowest_ev=2.381 homo_energy_ev=-8.4 largest_force_ev_per_a=5.70 charge=+1
C 0.57911 3.18166 0.45290
C 0.06334 1.57495 2.10418
C 0.95098 4.12035 1.41351
C 0.43285 2.51643 3.10741
C 0.90949 3.76504 2.76547
H 1.27799 5.09544 1.06685
H 0.32376 2.22044 4.15123
H 1.24728 4.46394 3.52729
N 0.24380 1.91850 0.77405
P 0.81284 2.22140 -2.19905
P -1.22966 -1.21976 2.44699
C 0.63314 3.62349 -1.02577
H -0.24800 4.23503 -1.29305
H 1.49305 4.30207 -1.12739
C -0.98172 -2.55491 -1.70882
O -1.65964 -3.35934 -2.17292
C -0.32653 0.27585 2.61067
H 0.27580 0.10494 3.52650
C -2.45868 -1.07262 3.93655
C 0.01953 -2.71715 2.61509
C -0.46301 2.44534 -3.59449
C 2.64895 2.36725 -2.68725
C -3.81352 -1.54207 3.38631
H -3.80238 -2.61078 3.13222
H -4.59477 -1.38508 4.14598
H -4.08459 -0.98038 2.48272
C -2.08732 -1.86751 5.18806
H -1.99023 -2.94438 5.01043
H -1.17220 -1.48535 5.65670
H -2.90031 -1.73052 5.91892
C -2.53284 0.40842 4.33141
H -3.40395 0.57189 4.98498
H -1.63734 0.73150 4.87652
H -2.63879 1.03716 3.44110
C -0.79541 -4.01928 2.63674
H -1.35902 -4.16139 1.70548
H -0.09919 -4.86290 2.74136
H -1.50373 -4.07361 3.47230
C 0.97727 -2.73875 1.40965
H 0.45675 -2.87809 0.44339
H 1.64053 -1.85470 1.37962
H 1.65083 -3.60445 1.51383
C 0.85056 -2.55620 3.88737
H 0.24291 -2.58788 4.79705
H 1.56196 -3.39382 3.93979
H 1.43184 -1.62581 3.87845
C 2.96349 1.24433 -3.69421
H 4.01212 1.34007 -4.00977
H 2.83983 0.25047 -3.24087
H 2.33866 1.29295 -4.59604
C 3.47446 2.13912 -1.40294
H 3.23016 2.85805 -0.60851
H 3.34894 1.11887 -1.00645
H 4.54032 2.26617 -1.64577
C 2.99804 3.73741 -3.28444
H 4.06872 3.72806 -3.54413
H 2.44239 3.95365 -4.20267
H 2.84028 4.56218 -2.57790
C -1.69478 3.21052 -3.07665
H -1.49563 4.28622 -2.95556
H -2.50927 3.11063 -3.81457
H -2.06078 2.80939 -2.12113
C -0.88655 1.02007 -4.01868
H -1.35314 0.46249 -3.18953
H -1.63079 1.09666 -4.82386
H -0.03642 0.43166 -4.39270
C 0.11090 3.20527 -4.79303
H 0.38418 4.23489 -4.52783
H 0.97222 2.69815 -5.24405
H -0.67322 3.26332 -5.56373
Sr 0.41875 -0.33631 -0.48015
N -1.89194 0.03239 0.20884
C -2.58974 0.59074 1.01013
C -3.96527 1.34982 0.96019
C -4.48036 1.91407 2.28194
C -3.76441 2.52962 0.01751
C -4.97880 0.35515 0.39865
H -4.69160 1.12541 3.01424
H -3.77947 2.65349 2.69599
H -5.43289 2.43566 2.08051
H -3.46254 2.17842 -0.97295
H -4.67967 3.13525 -0.07066
H -2.96396 3.17464 0.39999
H -5.94347 0.85275 0.21833
H -4.60294 -0.09653 -0.52835
H -5.14793 -0.47422 1.09019
N 2.56536 -1.41954 -1.22140
C 3.35884 -2.23443 -1.52834
C 4.30014 -3.22945 -1.88198
C 4.56056 -3.50279 -3.23994
C 5.46674 -4.50871 -3.57626
C 6.11546 -5.23452 -2.57004
C 5.86563 -4.95423 -1.21835
C 4.96403 -3.94847 -0.87240
H 4.04969 -2.92768 -4.00933
H 5.66331 -4.72369 -4.62909
H 6.82394 -6.01948 -2.83630
H 6.37103 -5.51700 -0.43142
H 4.76267 -3.71243 0.17452

***

4.
108
Properties=species:S:1:pos:R:3 method="wB97M-V/def2-TZVPD" gap_ha=0.303 homo_energy_ev=-8.0 largest_force_ev_per_a=7.77 charge=0
O 6.46295 1.59219 -1.90689
S 5.38145 1.81729 -0.95308
O 3.99490 2.08036 -1.36995
O 5.29575 0.52872 0.10082
C 4.27337 0.35120 0.98837
C 3.73173 -1.05498 0.90164
C 5.77687 3.11740 0.31919
H 3.42353 1.03376 0.98661
H 4.67778 0.66162 1.95180
H 2.96734 -1.35688 1.61764
H 4.58768 -1.71548 1.04018
H 3.17014 -1.26302 -0.00910
H 4.82270 3.26433 0.82521
H 6.19516 4.00756 -0.15066
H 6.49496 2.70632 1.02875
O -1.50073 -0.78706 5.68443
S -2.06172 0.29165 4.88143
O -1.38998 0.89659 3.71716
O -3.65638 0.13936 4.61089
C -4.08163 -0.78965 3.65645
C -4.89125 -0.12574 2.56653
C -2.31814 1.58227 6.06047
H -4.71100 -1.44129 4.26255
H -3.28671 -1.47392 3.35981
H -5.47937 0.74337 2.86123
H -5.59640 -0.91772 2.31428
H -4.35848 0.13321 1.65155
H -1.35931 2.03850 6.30663
H -2.77022 1.19197 6.97226
H -3.07702 2.25084 5.65401
O 3.71711 -3.74926 1.49195
S 2.53576 -3.40778 2.23042
O 2.04188 -4.39967 3.22400
O 2.56903 -1.94515 2.93817
C 3.62815 -1.61424 3.75103
C 3.57016 -0.20895 4.21165
C 1.15981 -2.89964 1.08790
H 4.62961 -1.73172 3.33705
H 3.68007 -2.22638 4.65142
H 4.51938 0.09292 4.65432
H 2.71523 -0.00197 4.85535
H 3.48767 0.53536 3.41962
H 1.61655 -2.28865 0.30934
H 0.40331 -2.44127 1.72486
H 0.78860 -3.84153 0.68396
O -0.50655 -0.87178 -2.63587
S -0.71950 -2.20490 -2.00314
O -2.05359 -2.74102 -1.69093
O 0.09961 -3.30386 -2.90522
C 0.03268 -3.20043 -4.32658
C 1.19361 -2.42542 -4.84457
C 0.45496 -2.37982 -0.63017
H -0.90103 -2.79373 -4.71503
H 0.03207 -4.16627 -4.83180
H 2.10754 -3.00947 -4.73638
H 1.34893 -1.51316 -4.26857
H 1.01353 -2.29933 -5.91218
H 0.22796 -1.65024 0.14718
H 1.41819 -2.23134 -1.11827
H 0.36633 -3.44483 -0.41569
C -4.25610 -0.36276 -1.76019
C -3.73776 -0.96607 -0.61600
C -4.19971 -2.28040 -0.22816
C -5.16060 -2.93833 -1.01696
C -5.62384 -2.31795 -2.18626
C -5.17086 -1.02884 -2.52418
H -3.97305 0.66818 -1.91325
H -3.12364 -0.36412 0.03739
H -3.74938 -2.71699 0.65103
H -5.52761 -3.91515 -0.73851
H -6.34084 -2.76033 -2.86201
H -5.59546 -0.49250 -3.35992
C -0.53674 -0.29573 1.79517
C 0.66643 0.05123 2.34604
C 1.70705 0.50236 1.56504
C 1.45014 0.72188 0.22466
C 0.20373 0.55649 -0.30590
C -0.80576 0.00701 0.47681
H -1.33255 -0.66065 2.42755
H 0.85281 -0.10849 3.39777
H 2.73480 0.55450 1.89278
H 2.27105 1.01078 -0.41490
H -0.04283 0.79374 -1.33026
H -1.82617 -0.07053 0.13162
C 0.81324 5.05570 -2.07843
C 0.12553 4.00908 -2.73032
C 0.48160 2.72931 -2.45260
C 1.50704 2.35674 -1.64410
C 2.18081 3.42613 -0.99277
C 1.80992 4.74930 -1.13144
H 0.56505 6.08406 -2.29586
H -0.64168 4.20584 -3.46452
H -0.07913 1.97492 -2.98444
H 1.79113 1.31487 -1.63098
H 3.04073 3.15537 -0.39810
H 2.39484 5.54596 -0.69602
C -2.11572 0.53448 -2.83640
C -2.65659 0.59634 -4.09406
C -2.85934 1.79474 -4.71558
C -2.72463 2.93087 -3.92595
C -2.11966 2.91784 -2.75151
C -1.77921 1.64804 -2.13988
H -1.83709 -0.42264 -2.42083
H -2.84261 -0.36095 -4.55818
H -3.27948 1.94838 -5.69856
H -3.24744 3.79963 -4.29785
H -2.03459 3.81725 -2.15971
H -1.27080 1.46216 -1.20533